*1*
Computed, not measured: a molecular structure, C22H24BN9O4SV, with ωB97M-V/def2-TZVPD.

HOMO level (alpha / beta) = -14.03 / -14.15 eV
2S+1 = 2
net charge = +2
HOMO-LUMO gap (alpha / beta) = 5.73 / 6.00 eV

```
62
C22H24BN9O4SV (ωB97M-V/def2-TZVPD)
V 0.037 -0.264 -1.282
C 3.112 0.977 1.207
C 2.806 0.313 0.048
N 1.466 0.430 -0.181
N 0.914 1.173 0.847
C 1.898 1.505 1.674
B -0.556 1.814 0.762
N -0.623 2.461 -0.676
C -0.888 3.664 -1.191
C -0.797 3.614 -2.574
C -0.460 2.311 -2.864
N -0.361 1.609 -1.713
N -1.648 0.671 0.705
C -2.890 0.651 1.198
C -3.632 -0.365 0.559
C -2.772 -0.936 -0.342
N -1.562 -0.306 -0.256
N -0.768 2.697 1.917
C -0.610 4.045 2.123
C -0.723 4.275 3.460
C -0.935 2.998 4.024
N -0.953 2.041 3.113
H 4.082 1.065 1.668
H 3.438 -0.263 -0.612
H 1.685 2.092 2.557
H -1.153 4.492 -0.555
H -0.955 4.421 -3.269
H -0.302 1.836 -3.818
H -3.174 1.346 1.977
H -4.659 -0.635 0.742
H -2.920 -1.743 -1.039
H -0.407 4.737 1.324
H -0.684 5.224 3.965
H -1.070 2.744 5.065
C -2.217 -1.099 2.352
C -1.087 -1.470 1.433
C -1.211 -2.530 0.509
C -0.135 -2.948 -0.250
C 1.102 -2.293 -0.135
C 1.238 -1.234 0.787
C 0.138 -0.809 1.533
S 2.564 -3.226 -0.541
O 2.128 -4.562 -0.817
O 3.516 -2.934 0.485
N 3.198 -2.561 -1.921
C 2.421 -1.983 -3.000
C 1.308 -2.804 -3.699
C -0.087 -2.617 -3.185
O -1.005 -3.334 -3.155
O -0.259 -1.268 -2.596
H -3.045 -1.800 2.282
H -2.593 -0.072 2.105
H -1.874 -1.077 3.388
H -2.142 -3.079 0.450
H -0.216 -3.841 -0.851
H 2.209 -0.840 0.991
H 0.252 -0.020 2.257
H 3.934 -3.195 -2.228
H 3.140 -1.654 -3.746
H 2.008 -1.046 -2.612
H 1.496 -3.876 -3.642
H 1.281 -2.523 -4.756
```

Charges computed using Mulliken, reported in e: 0.089, -1.563, -0.179, -0.267, 0.127, 0.085, 1.040, 0.979, 0.057, -1.467, -0.052, -1.090, 0.421, 0.190, -2.043, 0.188, 0.454, 0.376, -0.203, -0.952, -0.362, -0.836, 0.525, 0.570, 0.543, 0.487, 0.494, 0.525, 0.668, 0.510, 0.589, 0.451, 0.480, 0.504, -1.072, 1.184, -1.443, -1.148, 1.006, -1.392, -1.039, 1.380, -0.678, -0.685, -0.314, -0.145, -0.384, 0.376, -0.407, -0.643, 0.475, -0.002, 0.337, 0.620, 0.911, 0.727, 1.565, 0.343, 0.623, -0.316, 0.353, 0.430

*2*
Computed, not measured: a molecular structure, C22H24BN9O4SV, with ωB97M-V/def2-TZVPD.

HOMO level (alpha / beta) = -14.40 / -14.40 eV
2S+1 = 2
net charge = +2
HOMO-LUMO gap (alpha / beta) = 7.31 / 7.79 eV

```
62
C22H24BN9O4SV (ωB97M-V/def2-TZVPD)
V -0.616 -0.502 -0.374
C -2.800 -2.780 -3.146
C -2.445 -2.528 -1.833
N -1.532 -1.548 -1.788
N -1.300 -1.149 -3.075
C -2.058 -1.884 -3.899
B -0.298 0.021 -3.276
N -0.878 1.254 -2.446
C -1.249 2.440 -2.925
C -1.775 3.211 -1.891
C -1.697 2.412 -0.774
N -1.155 1.221 -1.103
N 1.056 -0.440 -2.614
C 2.232 -0.745 -3.170
C 3.106 -1.175 -2.180
C 2.376 -1.117 -1.008
N 1.136 -0.676 -1.272
N -0.076 0.452 -4.679
C 0.863 1.330 -5.150
C 0.512 1.673 -6.423
C -0.688 0.966 -6.660
N -1.046 0.251 -5.615
H -3.504 -3.506 -3.509
H -2.791 -2.989 -0.923
H -2.025 -1.698 -4.959
H -1.126 2.672 -3.971
H -2.161 4.213 -1.959
H -1.998 2.610 0.242
H 2.381 -0.646 -4.232
H 4.127 -1.489 -2.307
H 2.665 -1.362 0.003
H 1.695 1.653 -4.545
H 1.038 2.329 -7.094
H -1.296 0.955 -7.550
C 5.482 1.125 0.333
C 4.531 0.376 1.221
C 3.328 0.960 1.622
C 2.442 0.283 2.444
C 2.764 -1.001 2.871
C 3.956 -1.605 2.490
C 4.826 -0.914 1.663
S 1.722 -1.789 4.045
O 0.416 -1.162 3.919
O 2.355 -1.899 5.312
N 1.523 -3.316 3.476
C 0.474 -3.534 2.521
C -0.973 -3.472 3.082
C -1.555 -2.167 3.352
O -2.267 -1.363 3.650
O -0.963 -1.130 1.026
H 5.591 2.157 0.665
H 5.111 1.150 -0.694
H 6.466 0.662 0.325
H 3.096 1.970 1.307
H 1.527 0.752 2.780
H 4.212 -2.594 2.849
H 5.763 -1.375 1.375
H 1.757 -4.037 4.147
H 0.587 -4.524 2.084
H 0.573 -2.803 1.720
H -1.053 -3.955 4.065
H -1.669 -3.975 2.404
```

Charges computed using Mulliken, reported in e: 1.606, -1.298, -0.092, -0.547, 0.521, 0.103, 0.570, 0.694, 0.059, -1.175, -0.251, -0.839, 0.542, 0.134, -1.703, -0.321, -0.463, 0.328, -0.318, -0.826, -0.342, -0.921, 0.446, 0.469, 0.554, 0.433, 0.453, 0.542, 0.721, 0.503, 0.564, 0.595, 0.454, 0.488, -1.439, 0.838, -0.669, -0.395, 0.198, -0.543, -0.928, 1.369, -0.660, -0.685, -0.272, -0.367, -0.553, 0.717, -0.120, -0.643, 0.391, 0.277, 0.405, 0.473, 0.570, 0.445, 0.402, 0.313, 0.461, -0.097, 0.374, 0.459

*2* is the most stable structure; the next one sits 253.2 kcal/mol above it.